# 1
112
Properties=species:S:1:pos:R:3:forces:R:3 method="wB97M-V/def2-TZVPD" gap_ev=1.17 e_homo_ev=-11.61 lumo_energy_ev=-10.438 molar_mass_g_mol=1044.83 de_lowest_ev=8.249 charge=+2
O 3.0068 3.6425 9.0317 0.277 -0.636 -3.098
H -0.2189 -10.3611 -1.6283 0.515 -0.137 0.192
H 3.0182 -5.4305 5.5379 0.197 -0.433 -0.607
C 8.8889 5.7118 -2.1180 -0.915 1.010 0.856
H 9.4352 -8.7021 -1.7889 0.131 0.282 0.324
H -6.5003 -1.3502 -3.1538 0.307 -0.220 0.316
H 2.5600 -6.4281 6.8502 -0.575 0.022 0.182
H 2.6577 -8.8224 -2.2769 -0.668 -0.838 0.635
H 9.2583 6.7368 -2.1474 -0.095 0.046 -0.723
C 0.6203 9.8342 -1.5925 -0.608 -0.108 -1.085
C -8.7217 6.6258 1.4145 0.640 0.570 -0.201
O -4.7081 -3.2507 -5.6349 -1.973 0.004 0.988
H 0.4089 -7.7880 6.8227 -0.095 0.514 0.325
H 9.4161 -5.5439 -3.2381 0.705 0.493 0.014
H -8.2303 7.5381 1.0762 -0.082 0.180 0.200
H 2.5418 -1.7421 -0.5258 -0.137 -0.339 -0.301
H -6.0431 -0.2153 5.2197 -1.049 0.163 0.368
O -0.2544 -8.2497 -4.5140 1.156 -0.402 2.610
C 2.1410 4.9100 6.7650 -0.002 -0.767 -0.302
H -9.7943 6.7143 1.2419 0.149 -0.620 -1.132
H -0.3236 -0.6980 1.1571 -0.312 -0.140 -0.216
H -6.1977 -0.6886 -4.6951 0.257 -0.163 -0.324
H -1.0825 -7.2406 6.0013 -0.017 -0.319 0.070
S 0.2541 -8.5601 -3.0733 0.172 -0.658 -2.883
H -1.6568 5.3333 -7.2865 0.362 -0.026 -0.400
S 3.0607 3.4048 7.4890 -0.930 1.880 2.904
H 0.2951 -11.0896 -3.1702 -0.286 0.307 -0.330
S -1.4950 3.4876 -8.9297 -1.976 0.060 0.762
H 2.3099 -9.8425 -3.7585 -0.246 -0.082 0.298
H -1.5107 -0.5314 -0.2527 0.224 0.924 0.366
H -1.1450 -2.0471 0.1686 0.573 -0.471 0.850
H 1.2894 -2.9903 -0.0461 0.121 -0.048 -0.634
H -2.7915 4.0945 -6.9024 -0.250 -0.388 -0.626
H -6.2701 -3.7482 -2.4502 -0.148 -0.689 -0.046
H 10.2226 -4.4733 -1.8906 0.257 -0.381 -0.455
O 10.1154 -6.4834 0.0316 -2.100 0.427 -2.244
H -4.5764 0.0177 5.8732 0.231 0.932 1.182
C 2.3744 -6.2740 5.7872 -0.401 0.544 0.339
C -0.0120 -7.4124 5.8900 -0.543 0.515 0.791
H 1.7717 1.9718 6.0822 -0.139 0.392 -0.167
H -1.3664 -10.2996 -2.8294 0.138 -0.137 -0.802
H -8.2754 -0.0706 6.2417 0.137 -0.527 -0.061
C 6.6678 4.2244 -1.3804 0.247 -0.106 -0.697
H -8.7529 6.5652 2.5024 0.961 -0.406 0.075
H 7.4784 3.4991 -1.3097 0.355 0.328 0.652
C -6.2046 5.4731 1.4458 -0.202 -0.554 1.057
H 8.6506 5.2642 -3.0828 0.604 0.001 0.098
S -6.3922 0.4100 7.6982 0.023 1.638 -1.086
H -3.7213 4.2217 -9.0324 0.011 0.481 -0.018
H 1.6503 -1.6981 0.9664 -0.078 0.475 0.031
C 9.4144 -7.7123 -2.2450 0.204 -0.209 -0.521
O -6.3579 1.9543 7.5886 -0.307 -3.107 -0.182
H 9.5950 5.2493 -1.4284 -0.280 -0.747 -0.287
C -0.2826 -10.2857 -2.7138 -0.071 0.926 1.136
Tl 0.5554 -3.5687 -8.0267 -0.190 -0.034 0.010
H 1.5861 9.5818 -2.0303 0.166 -0.617 0.707
H 0.9496 6.6231 -0.1235 -0.834 -0.281 0.350
H 1.3049 5.2399 7.3816 0.254 -0.409 0.506
H 0.8896 2.5183 7.5579 -0.013 -0.415 0.079
H -0.0516 9.7981 -2.4500 -0.335 0.133 -0.009
C 1.5600 -1.9355 -0.0936 0.049 0.116 0.377
H -8.2229 -1.2830 7.6493 0.463 -0.068 -0.384
O 0.3968 -4.7734 6.7144 -0.210 -1.267 -1.379
H -4.5988 -3.4842 -2.8991 0.129 -0.173 -0.073
C 9.3601 -5.0053 -2.2921 -0.696 -0.828 0.877
C -5.5563 -0.3425 6.1866 0.447 -0.137 -0.890
O 6.4126 6.9011 -2.1925 1.883 -2.454 1.842
O 0.9534 8.8537 0.8092 -1.706 -0.064 -0.671
H 2.7989 5.7623 6.5953 0.315 -0.370 0.227
C -0.6710 -1.0658 0.1916 -3.760 -0.669 0.034
H 1.7051 4.6199 5.8090 0.226 -0.173 -0.139
H -5.5276 4.6235 1.3571 -0.274 -0.151 -0.649
H 2.6306 -8.1288 -3.7124 -0.782 0.327 -0.720
C -5.5157 -3.9920 -3.1982 0.077 1.024 -0.884
C -8.1090 -0.2558 7.3029 0.209 0.912 -0.170
H 0.6963 -0.0186 -0.7433 0.273 0.555 -0.799
H -0.3556 6.4921 -1.4414 0.157 -0.063 0.189
H 0.1733 -8.2476 5.2145 0.101 0.677 -0.790
H 2.5140 -7.2453 5.3127 0.346 0.434 -0.517
H -2.9634 4.2639 -10.6380 -0.129 -0.255 0.000
H 2.1345 1.1539 7.5287 0.048 0.373 0.631
S -7.7943 5.2212 0.5986 -2.670 -0.343 1.550
O -2.1154 2.1090 -8.8536 0.815 0.928 -0.088
C -1.7907 4.2517 -7.3047 0.480 -0.089 1.163
H -5.3011 -5.0285 -3.4586 -0.417 0.036 0.368
C 1.8275 2.1322 7.1589 -0.038 0.137 -0.621
H -5.3162 -1.4034 6.2570 -0.686 -0.203 0.745
H 5.8983 3.9976 -0.6424 0.091 0.317 -0.075
H 10.3672 -7.4667 -2.7140 0.322 -0.088 0.511
H 8.5405 -4.2926 -2.3838 -0.192 -0.186 0.401
H 0.7039 10.8730 -1.2731 -0.384 -0.239 0.545
C 0.4706 7.0522 -1.0035 0.206 0.515 0.179
O -8.5615 4.0543 1.2299 1.781 0.796 -0.927
H -8.9138 0.2988 7.7855 0.531 0.396 0.476
H 6.3203 4.0027 -2.3895 -0.453 0.565 -0.090
H -4.7661 -1.2346 -3.7755 -0.129 -0.286 0.089
H 1.3497 7.0769 -1.6475 -0.358 0.684 -0.575
C -5.8147 -1.4332 -3.9972 -1.050 -0.441 -0.700
S -5.9885 -3.1360 -4.7757 3.030 0.903 0.235
C 0.4585 -1.0823 -0.7579 2.767 -2.102 -3.613
S 8.9928 -6.4119 -1.0388 2.000 0.133 0.816
H -5.6641 6.3795 1.1730 -0.418 0.078 -0.110
S -0.0781 8.7086 -0.3141 3.713 0.039 0.370
O 0.1864 -1.5535 -2.0985 0.278 1.707 3.938
H -6.4825 5.4447 2.4994 0.121 0.450 0.152
H 8.7538 -7.7887 -3.1086 -0.622 0.351 0.273
S 0.6395 -5.6994 5.5334 1.198 -0.680 1.572
S 7.2792 5.9681 -1.2675 -1.442 1.038 -1.573
C -2.8417 4.5417 -9.5910 0.547 -0.722 -1.274
C 2.0939 -8.9295 -3.2036 0.112 0.755 -0.170
H -2.5858 5.6002 -9.6380 -0.113 -0.029 0.651
H -1.1350 3.8087 -6.5551 0.297 -0.002 -0.163

***

# 2
108
Properties=species:S:1:pos:R:3:forces:R:3 method="wB97M-V/def2-TZVPD" gap_ev=8.13 e_homo_ev=-9.82 lumo_energy_ev=-1.697 molar_mass_g_mol=559.86 de_lowest_ev=5.600 charge=+1
H -0.4144 -5.3410 -2.2152 0.407 2.949 -0.858
H -5.6512 -1.4632 -0.4831 0.519 -3.141 -0.716
O 1.5997 3.1488 -1.0127 -0.439 0.694 -1.459
H -2.6964 2.5879 3.6255 0.168 -1.540 0.055
H 2.4519 -2.1545 1.0715 -0.163 -1.372 -1.254
H 0.2327 -3.1530 -0.1192 -0.344 0.640 0.495
H 1.3051 5.2356 -0.3871 1.025 -1.512 -0.287
H 0.3535 -6.0520 1.9874 -0.493 1.097 -0.360
H -1.5379 -3.2775 0.6006 1.833 -0.465 1.331
H -2.1421 -4.6254 -0.9341 -1.634 -0.929 -0.564
H 2.9793 -1.5395 2.4807 0.651 0.705 0.897
C -3.4050 0.8983 5.7359 4.089 1.021 -2.913
H -4.1922 0.5032 6.1053 -5.320 -2.873 2.951
N -1.3155 1.5117 1.5433 -1.288 0.685 -1.326
H -2.7087 -2.4281 -0.8349 -0.322 1.616 0.438
C -1.5200 -3.8253 -1.2143 3.785 2.387 -3.495
H -3.6855 -2.8162 -4.5264 -0.813 2.586 1.061
H 0.7759 -1.4168 -3.4762 -1.334 -2.920 -4.001
H 3.6326 5.2724 2.3820 -2.173 -0.991 -0.963
N 3.0342 5.2903 1.4838 4.559 3.300 1.193
H -1.6736 1.1936 4.1445 -0.306 -0.190 -0.621
H -2.4825 -0.3843 -2.9415 0.427 -0.423 -0.112
H 2.0832 3.1290 2.8894 0.191 0.184 -1.170
H -0.8483 1.7465 2.3539 2.460 0.720 1.676
N -0.0266 0.2313 -0.8790 -4.266 4.126 1.331
H -2.9343 -2.5199 -2.4816 1.032 -1.855 3.682
C 0.7795 -0.6097 -2.9104 -2.661 0.569 2.086
H -1.4555 2.4250 1.0938 0.003 -0.362 0.100
H -2.5445 0.2580 5.9549 0.039 -0.011 -0.194
H -2.8144 2.0717 -3.2178 1.341 -1.421 1.977
H 3.2243 0.0612 0.9915 -0.116 0.632 -0.265
N -2.0842 -2.4800 -1.6410 -2.083 -7.075 9.936
H -3.5997 1.5152 -0.7475 -0.328 1.011 1.247
H 0.9825 2.3710 -2.8765 0.160 -0.669 0.480
H 3.5216 3.3195 0.9022 -1.363 0.855 -0.745
C 5.1269 1.2812 3.6048 -0.173 3.707 -0.310
H -1.6848 -0.9235 2.0960 0.618 -0.305 1.002
O -2.4279 1.5540 -2.4172 -1.474 1.623 -1.752
C -0.6569 -4.1489 -2.4928 1.433 -5.149 2.101
C -3.5871 1.0705 -1.6987 3.855 -2.555 1.445
H -1.6944 -1.3331 -4.2245 -0.399 0.467 -0.246
H 4.9086 0.8128 4.4972 0.791 -1.579 2.254
H -0.1145 0.0895 -2.8440 0.808 -1.700 -1.302
C 5.8388 1.3143 1.1863 0.559 -0.073 -0.470
H 3.9115 5.6281 0.9816 -1.730 -0.050 -0.348
H -6.0467 -1.3364 -3.3461 2.325 -0.917 0.530
H -1.9733 -2.1860 -2.7178 1.644 3.563 -4.644
C 4.6460 1.2144 -0.8208 -0.434 2.546 -3.322
C -4.9218 -1.4829 -2.9785 -0.062 1.578 -1.090
H 1.1863 -2.1866 -1.9236 0.474 -1.035 0.035
H 5.2853 2.4436 3.9246 0.401 -2.763 -1.150
H 1.3870 2.5513 1.3368 -0.763 -1.484 0.060
C 2.6305 4.0642 0.9085 1.495 -1.545 1.891
H 5.3459 0.6298 -1.4387 0.885 0.361 0.806
H 4.6360 2.3998 -1.2419 0.262 -2.973 1.588
O -0.3157 -5.0087 0.2777 1.877 -3.025 3.579
H -3.6394 -0.6821 -5.9656 -0.320 -0.113 1.990
H 0.7521 3.9827 2.1603 0.467 0.130 -0.607
H 6.5991 0.8764 0.4688 -0.387 0.829 0.929
H -5.4323 -3.4490 -0.2207 1.075 1.149 -0.824
O 0.9769 -1.3041 -1.6575 2.800 -2.174 -1.433
H 0.3639 -3.6256 -2.7913 -2.578 -0.934 0.714
H 1.3093 -1.5703 2.2026 -2.312 -0.042 0.830
H -2.8044 -0.9393 0.9250 -0.576 1.197 -0.568
H -0.5079 1.1524 -1.2240 0.832 -1.647 1.877
H 0.0374 0.0693 0.1562 -1.046 0.630 -0.887
H -1.3421 -4.4236 -3.2661 -0.127 0.829 -1.268
O -4.7100 -2.5646 -2.0882 -1.110 -0.113 0.683
C -0.6600 -3.7703 0.0468 -2.806 4.288 -2.781
H 6.0156 2.4689 1.3403 -0.595 -2.165 -0.561
O 2.2712 -0.1204 1.0217 -0.391 -1.482 1.362
H 3.7612 0.7826 -1.1771 -1.872 -0.122 -0.841
C -2.5716 1.0478 2.1578 2.089 -3.030 -1.612
H -4.5823 -0.4080 -2.6042 -1.555 -3.163 -0.373
N 7.3900 0.7219 2.8811 1.704 1.940 -1.229
H -4.4331 1.2444 -2.2487 -2.152 0.324 -1.042
H 0.0932 -4.1953 2.2886 0.525 -1.738 -1.618
H 0.2375 3.8412 -2.4821 -0.068 0.540 0.325
C 1.6621 3.4101 1.8868 -0.570 0.253 0.583
C -5.5614 -2.6107 -0.9652 -3.298 2.236 1.079
O -3.7174 0.8700 4.3150 1.635 0.968 0.542
N -4.1395 -0.6217 -5.0279 -1.369 1.591 -3.886
H 0.9387 0.2686 -1.1097 0.776 0.730 0.131
H -0.4728 -0.5394 -1.4762 0.042 1.327 2.635
H -3.2480 1.8238 6.2673 0.113 0.995 -0.681
H -3.3341 1.2999 1.5383 -2.770 2.096 -1.046
H 7.7488 0.2702 3.6493 -0.140 -0.953 2.992
C -2.6158 1.4290 3.5954 -0.902 2.088 1.183
H -3.3919 -0.0852 -1.4514 -0.601 2.681 -0.520
C -3.7887 -1.6835 -4.0564 -1.613 -0.818 -1.438
C -2.6347 -0.4652 1.8942 0.368 -0.530 0.979
C 6.0140 0.6085 2.5656 0.095 4.783 -0.041
H -6.6807 -2.8387 -1.2325 1.839 0.599 -0.214
C 1.1799 3.3120 -2.3749 1.124 0.574 -1.124
H 5.8180 -0.3570 2.5344 -1.926 -4.634 -0.665
C 0.4484 -5.0273 1.5279 -1.455 -0.869 1.630
C -2.4341 -1.3643 -3.4003 -0.271 2.600 -7.426
C 2.0889 4.3826 -0.4718 0.679 0.568 -0.866
H 2.9709 4.7549 -1.1694 -1.652 -0.483 1.356
H 4.1115 1.3051 3.2945 -1.110 0.143 -1.304
H -5.1711 -0.3321 -5.4324 2.833 -1.884 2.127
H 8.0405 0.3389 2.2275 -0.115 0.046 -1.443
O 4.5669 0.9721 0.5095 2.435 1.021 2.635
H -3.4054 -0.7930 2.5580 -0.379 -0.967 0.498
H 1.4970 -0.0297 -3.2982 3.587 2.297 -0.448
C 2.2145 -1.3904 1.7502 1.735 1.482 -1.549
H 1.9564 3.8001 -3.0980 -1.011 -0.479 1.650
H 1.5114 -4.9737 1.4098 0.685 0.691 -0.726

***

- Which of these has the lowest charge?
  C23H71N6O8

***

- Which of these has the lowest charge?
  C23H71N6O8

***

- Look up the charge of the second one.
  +1